[1]
ORCA calculation (the ωB97M-V functional and the def2-TZVPD basis) on a 2-piece molecular cluster, C29H29N2O5 overall in a non-equilibrium geometry.

Its largest force on an atom is 0.05374 Eh/bohr. As for the net charge: -1. The frontier orbital gap comes out at 2.7 eV.

Geometry as XYZ:
```
65
Properties=species:S:1:pos:R:3:forces:R:3:lowdin_charge:R:1
C 5.556 0.549 3.068 0.2 -0.4 0.0 -0.08
C 4.403 1.289 3.698 -0.2 -0.1 -0.2 -0.23
O 3.211 0.921 2.952 1.0 0.4 0.6 -0.03
C 2.083 1.503 3.413 -1.8 0.8 -0.2 -0.50
C 0.932 1.031 2.604 1.0 -0.5 -0.6 -0.11
N -0.198 0.842 3.171 0.1 1.9 2.0 0.06
C -1.206 -0.002 2.958 -0.7 -0.9 -1.2 -0.23
C -2.551 0.580 2.967 0.7 -0.4 0.8 -0.18
C -3.711 -0.151 3.291 -0.5 0.3 -0.2 -0.06
C -4.967 0.459 3.245 0.5 0.0 -0.2 -0.12
C -5.091 1.796 2.843 0.1 0.3 0.0 -0.14
C -3.935 2.549 2.571 -0.1 -0.6 0.3 -0.11
C -2.678 1.955 2.682 -0.5 0.2 -0.1 -0.04
C -0.909 -1.420 2.714 0.1 1.0 -1.2 -0.15
C -1.795 -2.262 2.002 0.1 -0.7 0.2 -0.06
C -1.435 -3.573 1.688 0.0 0.3 0.3 -0.11
C -0.217 -4.101 2.127 0.2 -0.3 0.0 -0.14
C 0.671 -3.288 2.843 -0.5 0.7 -0.2 -0.11
C 0.357 -1.942 3.066 0.0 -0.9 0.1 -0.06
O 2.037 2.263 4.365 0.6 -0.4 0.0 0.05
H 6.498 0.886 3.516 -0.1 -0.1 0.0 0.08
H 5.462 -0.534 3.244 0.0 0.3 -0.1 0.07
H 5.604 0.728 1.988 0.0 0.0 0.2 0.08
H 4.277 0.999 4.751 -0.1 0.2 -0.3 0.11
H 4.560 2.376 3.651 -0.2 -0.2 0.0 0.12
H 1.149 0.864 1.535 0.0 -1.0 0.3 0.12
H -3.612 -1.192 3.596 -0.1 0.3 0.0 0.10
H -5.856 -0.109 3.519 0.2 0.1 -0.1 0.09
H -6.078 2.256 2.755 0.3 -0.1 0.0 0.08
H -4.012 3.594 2.273 0.0 -0.2 0.1 0.09
H -1.779 2.551 2.530 -0.2 -0.2 -0.1 0.10
H -2.756 -1.868 1.670 0.3 -0.1 0.0 0.10
H -2.109 -4.185 1.088 0.1 0.1 0.1 0.09
H 0.063 -5.131 1.896 -0.1 0.3 0.1 0.08
H 1.617 -3.687 3.208 -0.1 0.0 -0.2 0.08
H 1.106 -1.283 3.506 -0.3 -0.2 -0.1 0.08
C -1.858 1.928 9.207 0.0 -0.1 0.1 -0.07
C -0.861 2.329 8.127 0.3 -0.7 -0.4 -0.37
C -1.332 3.523 7.315 0.0 0.1 -0.2 -0.07
C -0.598 1.130 7.160 -1.7 0.4 -0.5 -0.37
C 0.772 0.663 7.081 1.0 -1.1 -0.7 0.00
C 1.093 -0.435 6.345 -0.8 1.0 0.8 0.00
C 2.389 -1.060 6.381 1.8 -0.5 0.0 -0.17
C 2.665 -2.224 5.611 -0.6 0.6 0.5 0.00
C 3.923 -2.784 5.570 0.9 0.2 0.4 0.02
C 4.956 -2.200 6.334 -1.5 0.7 -0.2 -0.17
N 6.308 -2.570 6.088 2.6 -0.9 -0.2 -0.33
O 7.206 -2.005 6.752 -1.4 -0.9 -1.1 0.03
O 6.556 -3.429 5.213 -0.5 1.4 1.5 0.04
C 4.697 -1.119 7.200 0.1 -0.3 -0.4 0.00
C 3.438 -0.546 7.201 -0.4 -0.4 -0.3 -0.01
O -1.503 0.621 6.503 0.8 0.7 1.0 0.09
H -1.420 1.182 9.882 -0.2 0.1 -0.1 0.08
H -2.147 2.802 9.802 0.0 -0.1 0.0 0.07
H -2.758 1.501 8.751 0.1 0.1 0.0 0.08
H 0.102 2.569 8.601 -0.2 0.0 -0.1 0.12
H -0.582 3.798 6.565 -0.2 0.0 0.1 0.09
H -2.269 3.281 6.803 0.2 0.0 0.0 0.09
H -1.504 4.383 7.970 0.0 0.0 0.0 0.07
H 1.514 1.235 7.643 -0.2 -0.4 -0.2 0.10
H 0.326 -0.901 5.726 0.0 0.1 0.2 0.12
H 1.856 -2.675 5.043 0.2 0.2 0.1 0.08
H 4.146 -3.648 4.947 0.0 0.3 0.1 0.12
H 5.500 -0.728 7.824 -0.2 -0.1 -0.3 0.12
H 3.258 0.318 7.842 0.1 -0.3 -0.2 0.11
```
Positions in Å, forces in eV/Å.



[2]
ORCA calculation (the ωB97M-V functional and the def2-TZVPD basis) on a 2-piece molecular cluster, C9H10F3I overall in a non-equilibrium geometry.

Its largest force on an atom is 0.07587 Eh/bohr. The frontier orbital gap (spin up / spin down) comes out at 7.7 / 8.5 eV.

Geometry as XYZ:
```
23
Properties=species:S:1:pos:R:3:forces:R:3:lowdin_charge:R:1
C -4.932 0.726 0.174 1.0 -3.8 0.2 -0.08
C 0.997 0.029 0.168 -0.3 -0.3 1.3 -0.08
C -0.468 -0.140 0.109 -0.2 -1.3 -0.3 -0.12
C 1.801 -0.994 0.522 -0.5 -0.9 -2.2 -0.09
C -1.482 0.711 -0.010 0.0 -1.5 0.9 0.06
C -3.987 -0.205 0.192 1.6 1.9 -0.2 -0.66
C 3.777 -1.166 -1.096 0.6 -1.6 1.3 -0.09
C 3.289 -1.085 0.364 0.1 3.7 0.0 -0.25
C -1.399 2.143 0.183 -1.0 2.4 0.1 -0.53
F -2.469 2.757 -0.435 1.1 -0.2 0.3 0.07
F -0.239 2.708 -0.373 -1.6 -0.6 1.2 0.08
F -1.520 2.572 1.522 0.8 -0.8 -2.1 0.07
I -3.610 -2.186 0.375 -0.4 0.3 0.1 0.90
H -5.918 0.359 0.300 -1.1 -0.3 0.3 0.05
H -4.853 1.693 -0.145 0.8 2.4 -0.4 0.02
H 1.316 1.032 0.083 0.9 0.9 -0.2 0.09
H -0.616 -1.233 0.126 -0.9 0.4 0.0 0.06
H 1.347 -1.988 0.511 -0.3 0.1 0.5 0.11
H 3.550 -2.153 -1.393 -0.2 -1.5 -0.7 0.04
H 4.900 -1.143 -1.192 -1.3 0.8 0.0 0.10
H 3.124 -0.599 -1.718 0.3 1.2 -0.6 0.06
H 3.743 -1.741 1.050 0.5 -1.3 0.5 0.09
H 3.651 -0.097 0.684 0.1 0.0 0.3 0.10
```
Positions in Å, forces in eV/Å.